[1]
Here is an isolated ion of composition C5H15N2O and charge +1 at a distorted geometry from OMol25. Energies are from ωB97M-V with the def2-TZVPD basis set.

Last column: Mulliken charge in e.
Element x y z (Å)
C  -2.165  0.676  -0.890  -1.083
C  1.689  0.147  -1.115  -0.795
C  1.539  1.035  1.133  -0.949
C  -1.438  -0.638  -0.918  -0.529
C  -0.161  -0.834  0.396  0.190
N  -0.641  -0.613  1.675  -0.433
N  0.793  0.452  0.009  0.048
O  0.532  -1.950  0.156  -0.462
H  -1.585  1.500  -1.301  0.378
H  -3.047  0.567  -1.518  0.369
H  -2.514  0.942  0.106  0.296
H  2.178  1.056  -1.457  0.389
H  2.449  -0.563  -0.796  0.337
H  1.134  -0.294  -1.938  0.285
H  2.389  0.404  1.389  0.359
H  1.910  2.020  0.855  0.391
H  0.885  1.130  1.997  0.392
H  -0.920  -0.844  -1.844  0.373
H  -2.096  -1.471  -0.684  0.383
H  -1.578  -0.250  1.756  0.194
H  -0.460  -1.339  2.352  0.199
H  0.108  1.150  -0.297  0.247
H  1.002  -2.282  0.934  0.421

Values from the calculation:
Total charge = +1
Energy relative to the best compared isomer or geometry (same formula, charge and spin) = 150.8 kJ/mol
Kohn-Sham gap = 11.2 eV
Calculated total energy = -383.993595 a.u.

***

[2]
Here is a 2-piece molecular cluster, C5H15N2O overall at a distorted geometry from OMol25. Energies are from ωB97M-V with the def2-TZVPD basis set.

Last column: Mulliken charge in e.
Element x y z (Å)
C  -1.658  1.430  1.549  -0.980
C  -0.630  0.987  2.585  -0.321
C  0.162  -1.300  2.613  -0.021
N  0.157  -0.153  2.066  0.139
H  -1.158  1.687  0.609  0.217
H  -2.342  0.606  1.339  0.329
H  -2.224  2.304  1.856  0.355
H  0.062  1.783  2.848  0.304
H  -1.171  0.620  3.455  0.317
H  0.806  -2.073  2.211  0.253
H  -0.476  -1.506  3.466  0.274
H  0.699  0.015  1.193  0.179
C  0.256  -0.765  -3.673  -0.753
N  0.138  -0.281  -2.316  0.023
C  1.306  -0.419  -1.467  -0.281
O  1.371  0.609  -0.457  -0.545
H  0.870  -0.062  -4.250  0.351
H  -0.736  -0.826  -4.116  0.350
H  0.736  -1.758  -3.711  0.390
H  -0.732  -0.625  -1.892  0.327
H  1.362  -1.382  -0.950  0.363
H  2.198  -0.298  -2.087  0.425
H  1.004  1.405  -0.871  0.306

Values from the calculation:
Spin multiplicity = 2
Total charge = +2
Energy relative to the best compared isomer or geometry (same formula, charge and spin) = 210.6 kJ/mol
Kohn-Sham gap (spin up / spin down) = 12.1 / 7.5 eV
Calculated total energy = -383.530140 a.u.

***

[3]
Here is a 2-piece molecular cluster, C5H15N2S overall at a distorted geometry from OMol25. Energies are from ωB97M-V with the def2-TZVPD basis set.

Last column: Mulliken charge in e.
Element x y z (Å)
C  -0.555  -2.587  -0.671  -0.805
C  0.939  -2.936  -0.622  -0.401
C  1.636  -2.220  0.559  -0.669
S  1.647  -0.416  0.371  -0.079
H  -1.080  -3.055  0.165  0.306
H  -1.018  -2.921  -1.596  0.312
H  -0.658  -1.508  -0.563  0.115
H  1.096  -4.002  -0.436  0.320
H  1.420  -2.658  -1.558  0.274
H  2.671  -2.575  0.582  0.314
H  1.192  -2.536  1.503  0.333
C  0.351  3.077  0.885  -0.712
N  -1.064  3.023  0.502  -0.412
C  -1.489  1.690  0.064  -0.510
N  -0.918  1.278  -1.196  -0.480
H  0.506  3.909  1.574  0.364
H  0.688  2.142  1.337  0.204
H  0.946  3.334  0.009  0.207
H  -1.654  3.333  1.261  0.253
H  -2.573  1.759  -0.043  0.354
H  -1.246  0.911  0.801  0.349
H  -0.855  2.054  -1.849  0.292
H  0.019  0.902  -1.079  0.072

Values from the calculation:
Spin multiplicity = 2
Energy relative to the best compared isomer or geometry (same formula, charge and spin) = 0.0 kJ/mol
Kohn-Sham gap (spin up / spin down) = 9.7 / 6.7 eV
Calculated total energy = -707.136237 a.u.

***

[4]
Here is C5H15N2S as an isolated structure at a distorted geometry from OMol25. Energies are from ωB97M-V with the def2-TZVPD basis set.

Last column: Mulliken charge in e.
Element x y z (Å)
C  0.853  -1.188  -1.124  -1.610
N  -1.179  -0.225  1.745  -0.449
C  -2.220  0.639  1.223  -0.309
C  -2.031  0.903  -0.273  -0.862
S  -2.235  -0.560  -1.327  -0.123
C  1.683  -0.554  -0.021  0.716
N  0.951  0.457  0.632  -0.293
C  2.986  0.076  -0.601  -1.264
H  1.562  -1.775  -1.690  0.448
H  0.375  -0.555  -1.868  0.393
H  0.127  -1.944  -0.829  0.395
H  -3.162  0.112  1.341  0.334
H  -2.302  1.635  1.671  0.293
H  -2.752  1.595  -0.682  0.442
H  -1.071  1.350  -0.516  0.437
H  -3.569  -0.602  -1.197  0.169
H  1.887  -1.400  0.665  0.196
H  -1.022  0.102  2.703  0.345
H  -0.235  0.219  1.275  0.331
H  1.593  1.030  1.185  0.240
H  2.632  0.614  -1.466  0.401
H  3.663  -0.707  -0.925  0.351
H  3.467  0.779  0.081  0.419

Values from the calculation:
Total charge = +1
Energy relative to the best compared isomer or geometry (same formula, charge and spin) = 586.5 kJ/mol
Kohn-Sham gap = 4.5 eV
Calculated total energy = -706.753197 a.u.

***

[5]
Here is a 2-piece molecular cluster, C5H15N2S overall from OMol25. Energies are from ωB97M-V with the def2-TZVPD basis set.

Last column: Mulliken charge in e.
Element x y z (Å)
C  1.956  -0.393  0.364  -0.369
C  2.191  1.032  -0.111  -0.776
S  3.625  1.093  -1.218  -0.138
N  0.751  -0.467  1.266  -0.095
H  2.825  -0.740  0.915  0.428
H  1.773  -1.058  -0.473  0.271
H  2.415  1.688  0.735  0.371
H  1.312  1.437  -0.619  0.297
H  2.950  0.763  -2.327  0.151
H  0.720  -1.345  1.785  0.398
H  -0.148  -0.388  0.723  -0.009
H  0.752  0.295  1.946  0.374
C  -1.144  -1.103  -1.505  -1.007
C  -1.894  -0.723  -0.262  -0.587
C  -2.070  0.547  0.138  0.221
N  -2.901  0.958  1.136  -0.441
H  -0.650  -0.241  -1.956  0.266
H  -0.389  -1.870  -1.347  0.303
H  -1.812  -1.512  -2.261  0.350
H  -2.380  -1.517  0.297  0.275
H  -1.573  1.367  -0.375  0.311
H  -2.860  1.889  1.503  0.210
H  -3.450  0.289  1.646  0.197

Values from the calculation:
Total charge = +1
Energy relative to the best compared isomer or geometry (same formula, charge and spin) = 82.7 kJ/mol
Kohn-Sham gap = 8.7 eV
Calculated total energy = -706.945109 a.u.

***

[6]
Here is a 2-piece molecular cluster, C5H15N3 overall at a distorted geometry from OMol25. Energies are from ωB97M-V with the def2-TZVPD basis set.

Last column: Mulliken charge in e.
Element x y z (Å)
C  -1.133  -1.934  1.653  -0.881
N  0.280  -1.573  1.637  -0.132
C  1.000  -2.211  0.543  -0.879
C  0.463  -0.118  1.645  -0.640
H  -1.179  -3.015  1.786  0.362
H  -1.713  -1.589  0.785  0.252
H  -1.540  -1.496  2.567  0.309
H  2.042  -1.903  0.627  0.298
H  0.872  -3.281  0.691  0.324
H  0.627  -1.931  -0.455  0.294
H  1.524  0.105  1.759  0.335
H  -0.107  0.323  2.457  0.311
H  0.143  0.246  0.661  0.053
C  -0.764  1.813  -1.687  -0.265
C  0.517  2.118  -1.544  -0.132
N  1.417  2.068  -2.640  -0.576
N  -1.702  1.662  -0.610  -0.538
H  -1.175  1.557  -2.663  0.289
H  0.907  2.416  -0.573  0.318
H  1.872  1.175  -2.706  0.213
H  2.098  2.806  -2.634  0.252
H  -1.875  0.696  -0.391  0.156
H  -2.573  2.066  -0.909  0.277

Values from the calculation:
Energy relative to the best compared isomer or geometry (same formula, charge and spin) = 205.2 kJ/mol
Kohn-Sham gap = 9.3 eV
Calculated total energy = -363.708960 a.u.